<i>
DFT (ωB97M-V/def2-TZVPD) results for 2 unconnected molecules or ions with the total composition C4H12O3.

frontier orbital gap	10.77	eV
E_HOMO	-10.284	eV
molar mass	108.1	u
structure (SMILES)	OCCCCO.O
total charge	0
E_LUMO	0.5	eV

XYZ file:
```
19
Properties=species:S:1:pos:R:3:mulliken_charge:R:1
C -0.23 0.41 1.46 0.044
O -1.11 0.49 2.57 -0.546
C -0.53 1.48 0.41 -0.678
C 0.29 1.42 -0.87 -0.467
C 0.21 0.12 -1.64 -0.447
O 1.45 -0.57 -1.55 -0.542
H -0.21 -0.58 1.01 -0.130
H 0.76 0.58 1.87 0.317
H -1.95 0.07 2.37 0.314
H -1.61 1.50 0.21 0.322
H -0.35 2.44 0.88 0.291
H -0.02 2.27 -1.49 0.314
H 1.34 1.60 -0.63 0.318
H -0.64 -0.48 -1.29 0.378
H 0.09 0.32 -2.70 0.269
H 1.39 -1.50 -1.32 0.269
H 0.54 -3.91 -0.01 0.322
H 0.61 -2.49 0.49 0.284
O -0.03 -3.16 0.24 -0.630
```

<ii>
DFT (ωB97M-V/def2-TZVPD) results for 3 unconnected molecules or ions with the total composition C4H12O3.

frontier orbital gap	10.51	eV
E_HOMO	-10.015	eV
molar mass	108.1	u
structure (SMILES)	CCCC=O.O.O
total charge	0
E_LUMO	0.5	eV

XYZ file:
```
19
Properties=species:S:1:pos:R:3:mulliken_charge:R:1
O -0.22 -0.70 2.86 -0.516
C -0.36 -0.13 1.77 0.004
C 0.45 -0.40 0.58 -0.387
C -0.23 0.35 -0.61 -0.355
C 0.49 0.12 -1.90 -1.132
H -1.10 0.65 1.57 0.259
H 1.47 0.02 0.76 0.259
H 0.63 -1.42 0.40 0.382
H -1.20 -0.13 -0.74 0.262
H -0.43 1.36 -0.14 0.324
H -0.13 0.17 -2.77 0.360
H 1.03 -0.90 -1.82 0.280
H 1.39 0.77 -1.99 0.261
H -4.68 0.84 3.65 0.298
H -5.99 0.72 3.22 0.324
O -5.49 0.67 4.10 -0.622
H 5.31 -0.45 -2.58 0.303
H 4.23 -0.44 -3.30 0.299
O 4.85 -1.11 -3.06 -0.602
```

<iii>
DFT (ωB97M-V/def2-TZVPD) results for 3 unconnected molecules or ions with the total composition C4H12O3.

frontier orbital gap	10.30	eV
E_HOMO	-9.634	eV
molar mass	108.1	u
structure (SMILES)	C/C=C/CO.O.O
total charge	0
E_LUMO	0.7	eV

XYZ file:
```
19
Properties=species:S:1:pos:R:3:mulliken_charge:R:1
C -1.14 0.45 -0.62 -1.095
C 1.80 -1.74 0.74 -0.460
O 2.93 -1.24 0.04 -0.512
C 0.49 -1.27 0.15 -0.370
C 0.16 0.01 0.02 0.129
H -1.66 -0.46 -0.93 0.320
H -1.78 0.91 0.14 0.286
H -0.90 1.19 -1.37 0.312
H 1.78 -2.83 0.68 0.262
H 1.93 -1.48 1.79 0.298
H 2.75 -1.33 -0.90 0.323
H -0.29 -2.04 0.15 0.236
H 0.91 0.76 0.27 0.287
H -6.89 1.33 -1.37 0.323
H -5.42 1.26 -1.50 0.308
O -6.16 0.75 -1.16 -0.631
H 3.66 2.68 1.34 0.303
H 3.63 1.17 1.08 0.340
O 4.17 1.88 1.46 -0.658
```

<iv>
DFT (ωB97M-V/def2-TZVPD) results for 3 unconnected molecules or ions with the total composition C4H12O3.

frontier orbital gap	10.69	eV
E_HOMO	-10.062	eV
molar mass	108.1	u
structure (SMILES)	CC(C)C=O.O.O
total charge	0
E_LUMO	0.6	eV

XYZ file:
```
19
Properties=species:S:1:pos:R:3:mulliken_charge:R:1
C 0.40 1.41 -0.53 -0.105
C 0.31 1.53 1.08 0.531
C 1.03 0.49 2.01 -0.954
C -1.30 1.52 1.38 -1.402
O 1.42 1.66 -1.12 -0.507
H -0.65 1.21 -1.12 0.253
H 0.86 2.46 1.36 0.297
H 1.43 -0.31 1.28 0.246
H 0.55 -0.15 2.75 0.349
H 1.78 1.19 2.43 0.256
H -1.54 1.73 2.46 0.353
H -1.79 0.48 1.22 0.335
H -2.05 2.14 0.75 0.346
H -4.04 -4.56 -4.13 0.302
H -2.70 -4.37 -4.07 0.283
O -3.26 -4.98 -4.38 -0.586
H 3.46 -1.04 -0.92 0.331
H 2.84 0.21 -0.43 0.333
O 3.25 -0.61 -0.01 -0.663
```

Which of them is the most stable? Correct choice: <i>.

<i>
DFT (ωB97M-V/def2-TZVPD) results for 2 unconnected molecules or ions with the total composition C4H12O3.

frontier orbital gap	11.14	eV
E_HOMO	-10.389	eV
molar mass	108.1	u
structure (SMILES)	OCCCCO.O
total charge	0
E_LUMO	0.8	eV

XYZ file:
```
19
Properties=species:S:1:pos:R:3:mulliken_charge:R:1
C -0.75 -0.83 -0.66 -0.384
O -0.23 -2.16 -0.66 -0.522
C -0.36 -0.12 0.67 -0.505
C 0.00 1.35 0.49 -0.488
C -1.26 2.21 0.36 -0.473
O -0.91 3.56 0.07 -0.519
H -1.84 -0.87 -0.72 0.313
H -0.32 -0.29 -1.49 0.230
H -0.95 -2.80 -0.76 0.310
H -1.18 -0.19 1.40 0.261
H 0.45 -0.73 1.09 0.327
H 0.53 1.72 1.38 0.234
H 0.66 1.54 -0.36 0.319
H -1.92 1.85 -0.42 0.227
H -1.81 2.14 1.30 0.359
H -1.37 4.14 0.67 0.313
H 3.29 -3.84 -0.23 0.321
H 4.09 -2.88 -1.15 0.316
O 3.89 -3.80 -0.99 -0.638
```

<ii>
DFT (ωB97M-V/def2-TZVPD) results for 4 unconnected molecules or ions with the total composition C4H12O3.

frontier orbital gap	4.30	eV
E_HOMO	-8.182	eV
molar mass	108.1	u
total charge	0
E_LUMO	-3.9	eV

XYZ file:
```
19
Properties=species:S:1:pos:R:3:mulliken_charge:R:1
C 2.10 -0.18 0.88 -0.415
C 0.97 0.49 0.26 0.991
C 1.19 1.06 -1.10 -1.023
C -0.42 0.45 0.83 -1.187
O 3.26 -0.13 0.49 -0.407
H 2.00 -0.76 1.79 0.503
H 1.93 -2.36 -0.52 0.017
H 1.56 2.10 -1.15 0.363
H 0.45 0.68 -1.80 0.336
H 2.14 0.54 -1.32 0.371
H -0.98 -0.48 0.66 0.235
H -1.01 1.26 0.42 0.384
H -0.50 0.69 1.89 0.495
H -3.72 -0.23 1.57 0.166
H 1.39 -2.56 -0.05 0.023
O -2.94 -0.01 1.06 -0.869
H -2.61 0.15 -2.00 0.303
H -2.58 -0.19 -0.51 0.392
O -2.22 -0.50 -1.39 -0.678
```

Which of them is the most stable? Correct choice: <i>.